Entry 1:
C2H2O2 | ωB97M-V/def2-TZVPD

## Properties
**Kohn-Sham gap (spin up / spin down)**: 8.91 / 8.92 eV
**LUMO level (spin up / spin down)**: -0.0358 / -0.0354 Ha
**Energy relative to the best compared isomer or geometry (same formula, charge and spin)**: 64.0 kcal/mol
**2S+1**: 1

Last column: natural (NBO) charge in e.
Element x y z (Å)
C: -3.6131 1.1617 -0.9870  1.03
C: -0.0667 0.3027 0.0493  -0.17
O: -3.3614 0.0921 -1.3152  -0.52
O: -3.8894 2.1802 -0.5259  -0.51
H: -0.7046 -0.5383 0.1776  0.08
H: 1.0185 0.0210 0.3846  0.09

Entry 2:
C9H27NO5 | ωB97M-V/def2-TZVPD

## Properties
**Kohn-Sham gap**: 9.36 eV
**LUMO level**: 0.0143 Ha
**Energy relative to the best compared isomer or geometry (same formula, charge and spin)**: 5.0 kcal/mol
**SMILES string**: CC1(C)CCCC(C)(C)N1O.O.O.O.O
**2S+1**: 1

Last column: natural (NBO) charge in e.
Element x y z (Å)
C: 1.6297 1.2223 1.1820  -0.63
C: 0.6741 0.0240 1.2386  0.11
C: 0.7007 -0.5090 2.6731  -0.40
C: -0.2909 -1.6288 2.9281  -0.41
C: -1.6954 -1.0920 2.6115  -0.41
C: -1.8457 -0.3301 1.2786  0.12
N: -0.7002 0.5539 0.9943  -0.19
O: -0.8098 1.1072 -0.3306  -0.63
C: -2.1473 -1.3252 0.1283  -0.64
C: -3.1049 0.5306 1.3953  -0.61
C: 1.1229 -1.0485 0.2349  -0.66
H: 2.5809 0.9431 1.6456  0.21
H: 1.2918 2.0356 1.8277  0.22
H: 1.8409 1.5651 0.1706  0.22
H: 1.7498 -0.7467 2.8743  0.21
H: 0.4817 0.3350 3.3375  0.21
H: -0.0997 -2.0860 3.8985  0.22
H: -0.0024 -2.4387 2.2445  0.19
H: -1.9450 -0.3681 3.3881  0.21
H: -2.3364 -1.9710 2.6005  0.22
H: -1.2893 -1.9870 -0.0209  0.20
H: -3.0025 -1.9415 0.3916  0.22
H: -2.3191 -0.7665 -0.7880  0.20
H: -3.2857 1.0694 0.4612  0.22
H: -4.0058 -0.0410 1.6044  0.21
H: -2.9574 1.3133 2.1460  0.21
H: 0.8230 -0.8621 -0.7962  0.22
H: 0.8063 -2.0836 0.3747  0.21
H: 2.2160 -1.0201 0.2331  0.22
H: -0.4836 2.0052 -0.1853  0.49
O: 1.6860 -0.9450 -4.2644  -0.95
H: 0.7355 -0.8263 -4.1231  0.48
H: 1.8595 -1.8688 -4.0537  0.47
O: 3.9536 3.3896 -4.1559  -0.94
H: 3.1975 3.3602 -3.5555  0.48
H: 4.7180 3.2384 -3.5907  0.47
O: -0.9711 -0.2979 -2.9119  -0.97
H: -1.1861 0.0776 -2.0368  0.50
H: -0.9740 -1.2531 -2.7747  0.47
O: 1.2665 1.8992 -2.6223  -0.96
H: 0.9526 1.1438 -2.1121  0.48
H: 1.1652 1.6232 -3.5407  0.48

Entry 3:
CO3Sn | ωB97M-V/def2-TZVPD

## Properties
**Kohn-Sham gap**: 6.16 eV
**LUMO level**: -0.0913 Ha
**Energy relative to the best compared isomer or geometry (same formula, charge and spin)**: 16.6 kcal/mol
**2S+1**: 1

Last column: natural (NBO) charge in e.
Element x y z (Å)
Sn: -0.0981 -2.0282 0.5567  1.38
C: 0.0562 0.5122 -0.1584  0.90
O: -0.3212 0.4176 1.0314  -0.77
O: 0.4697 -0.5001 -0.7365  -0.87
O: -0.1067 1.5985 -0.6932  -0.64